{"formula": "C28H78N2O15", "method": "wB97M-V/def2-TZVPD", "elements": ["C", "O", "C", "C", "N", "C", "C", "O", "C", "H", "H", "H", "H", "H", "H", "H", "H", "H", "H", "H", "H", "H", "H", "H", "C", "O", "C", "C", "N", "C", "C", "O", "C", "H", "H", "H", "H", "H", "H", "H", "H", "H", "H", "H", "H", "H", "H", "H", "C", "C", "O", "H", "H", "H", "H", "H", "H", "C", "C", "O", "H", "H", "H", "H", "H", "H", "C", "C", "O", "H", "H", "H", "H", "H", "H", "C", "C", "O", "H", "H", "H", "H", "H", "H", "C", "C", "O", "H", "H", "H", "H", "H", "H", "C", "C", "O", "O", "H", "H", "H", "H", "H", "H", "C", "C", "O", "O", "H", "H", "H", "H", "H", "H", "C", "C", "O", "O", "H", "H", "H", "H", "H", "H"], "coordinates": [[0.60439, -3.07369, 1.37550], [1.19639, -2.11969, 0.51550], [1.93839, -1.21769, 1.24450], [2.64639, -0.31369, 0.23750], [3.46739, 0.63631, 0.96650], [3.99539, 1.75231, 0.13150], [4.87139, 2.58331, 1.06350], [5.46239, 3.59031, 0.59350], [6.21939, 4.33631, 1.47750], [1.33339, -3.68369, 1.81450], [-0.01561, -3.71369, 0.80350], [-0.05761, -2.62969, 2.12350], [2.57139, -1.81569, 1.85850], [1.24339, -0.69069, 1.96350], [1.88839, 0.21231, -0.21050], [3.20239, -0.95269, -0.41250], [4.28639, 0.10031, 1.33150], [3.17039, 2.31431, -0.32550], [4.53339, 1.25331, -0.68750], [5.59439, 1.83231, 1.41450], [4.24439, 2.82831, 1.89750], [6.50139, 3.83131, 2.45050], [5.83939, 5.31931, 1.61850], [7.20239, 4.55131, 1.06550], [4.97939, -0.15069, 5.66250], [3.72639, 0.52631, 5.52250], [3.33839, 0.72131, 4.22650], [2.03639, 1.58531, 4.18650], [1.97839, 2.10231, 2.82550], [0.65439, 2.64631, 2.58150], [0.57739, 3.04231, 1.09950], [-0.54861, 3.37331, 0.74050], [-0.66861, 4.00831, -0.54050], [5.23639, -0.20169, 6.73050], [5.78939, 0.48231, 5.18950], [5.05039, -1.10069, 5.16250], [3.17539, -0.16869, 3.62050], [4.10939, 1.22231, 3.69250], [2.17039, 2.44531, 4.72950], [1.22639, 0.93631, 4.57350], [2.08139, 1.37331, 2.10250], [0.41239, 3.49131, 3.27450], [-0.13361, 1.87131, 2.70550], [0.82139, 2.15431, 0.50050], [1.43139, 3.72431, 0.90650], [-0.34061, 3.34131, -1.28150], [-0.06161, 4.90631, -0.44150], [-1.73661, 4.22331, -0.67250], [1.00639, -4.19769, -2.69650], [1.35239, -2.81369, -2.58650], [0.19739, -1.99969, -2.33150], [0.29839, -4.37469, -3.51750], [0.55139, -4.63569, -1.82850], [1.90539, -4.87669, -2.81350], [1.90839, -2.53069, -3.51550], [2.06839, -2.79069, -1.75950], [0.32539, -1.62969, -1.46250], [-3.85061, -1.63469, -4.68750], [-3.23661, -1.32369, -3.37050], [-4.25061, -1.04169, -2.50050], [-4.60461, -2.38169, -4.67050], [-3.01961, -1.93069, -5.32650], [-4.29361, -0.72469, -5.13050], [-2.63261, -0.42669, -3.52250], [-2.58061, -2.08569, -2.99350], [-4.42361, -1.78369, -1.91050], [-0.54561, 3.24931, -4.66950], [-1.10961, 1.91031, -4.76150], [-0.49361, 1.16331, -5.78850], [-1.08961, 3.73831, -3.86450], [-0.72361, 3.77331, -5.59350], [0.49539, 3.29331, -4.31150], [-2.17661, 1.89631, -4.91450], [-0.93461, 1.40931, -3.76750], [-0.79761, 0.25331, -5.70050], [3.11639, 0.23731, -3.43650], [1.86339, 0.95431, -3.40750], [1.94739, 2.00131, -2.47350], [3.11139, -0.35769, -2.48050], [3.96839, 0.82231, -3.34650], [3.14739, -0.42969, -4.29050], [1.01139, 0.29131, -3.37150], [1.79739, 1.44331, -4.41150], [2.60339, 2.64131, -2.81150], [-3.65461, 1.48431, 2.38050], [-3.71961, 2.72131, 3.19450], [-3.83061, 2.26431, 4.55850], [-2.91461, 0.76431, 2.76050], [-3.36661, 1.62131, 1.32450], [-4.61761, 0.89731, 2.42950], [-4.57461, 3.39331, 2.86350], [-2.78061, 3.22131, 2.99850], [-3.05361, 2.70731, 4.98450], [-3.70961, -4.41169, -1.04850], [-2.29861, -4.39469, -0.94750], [-1.80661, -5.66569, -1.30850], [-4.22761, -3.17869, -0.56550], [-4.08661, -5.23369, -0.45950], [-4.05861, -4.62569, -2.09950], [-1.94961, -4.19769, 0.10550], [-1.81261, -3.68169, -1.62150], [-1.77461, -5.73469, -2.24150], [-3.86461, -2.97069, 0.30350], [-3.60461, -2.54669, 2.75050], [-4.91661, -2.20769, 2.22150], [-5.94761, -2.01269, 3.14750], [-2.64961, -2.78169, 1.75050], [-3.61461, -3.56269, 3.24750], [-3.15061, -1.76669, 3.39250], [-5.23161, -3.02369, 1.60650], [-4.94161, -1.37169, 1.55050], [-5.69061, -1.29069, 3.72050], [-2.16361, -1.95069, 1.68950], [-2.11661, -0.53469, -0.16750], [-1.64961, 0.63031, -0.75050], [-0.30261, 0.46831, -1.15650], [-1.37761, -0.66869, 0.99550], [-2.01261, -1.41069, -0.86650], [-3.13161, -0.62069, 0.30050], [-1.88361, 1.41631, -0.03750], [-2.26461, 0.97231, -1.64750], [0.04139, 1.29631, -1.49350], [-0.44661, -0.60769, 0.75250]], "lumo_ev": 0.44, "smiles": "COCCNCCOC.COCCNCCOC.OCCO.OCCO.OCCO.CCO.CCO.CCO.CCO.CCO", "mol_weight_da": 682.9, "homo_lumo_gap_ev": 9.22}